Below is C5H7Cl2N3O2 in the gas phase, with properties calculated with wB97M-V/def2-TZVPD.

Atoms and positions in Å:
1 O 1.7492 -1.6377 -1.9305
2 Cl -1.8434 2.3548 3.3361
3 Cl -2.2157 -0.8220 2.1246
4 N -0.2665 2.3430 1.2952
5 O 0.0109 -0.6246 -3.7876
6 C 0.7219 -1.1904 -1.4544
7 C -0.8497 1.5503 2.1730
8 N -0.2271 -0.7084 -2.3502
9 N -0.2092 0.0915 0.6061
10 C 0.4177 1.4361 0.3394
11 C 0.4704 -1.1468 0.0414
12 C -0.6800 0.0863 1.9965
13 H 0.9172 -1.0012 -3.9198
14 H -1.0897 -0.2974 -1.9433
15 H 0.2865 1.6942 -0.7517
16 H 1.4866 1.4104 0.6479
17 H 1.4255 -1.2577 0.5713
18 H -0.1502 -2.0147 0.2965
19 H 0.0457 -0.2657 2.7095

Output
* largest force on an atom: 0.091 Eh/bohr
* energy relative to the best compared isomer or geometry (same formula, charge and spin): 15.2 kJ/mol
* E_tot: -38906.115 eV
* LUMO level: 0.365 eV
* molar mass: 212.036 Da



Below is a molecular structure, C6H10N2O, with properties calculated with wB97M-V/def2-TZVPD.

Atoms and positions in Å:
1 C -1.1665 -0.4690 -0.2784
2 C -0.8585 -0.1687 1.1703
3 C 0.6726 2.1762 0.7011
4 C 1.8247 0.6461 -0.7222
5 C 1.3397 -0.6917 -0.9639
6 C -0.0710 -1.2989 -0.7911
7 H -2.0770 -1.7301 -1.3912
8 H -0.8518 0.5989 -0.6499
9 H -0.1241 -0.9909 1.7618
10 H -1.8939 -0.4273 1.6079
11 H -0.5164 1.7578 2.1980
12 H 0.5506 3.2242 0.8728
13 H 2.9314 0.5814 -0.8477
14 H 2.2469 -1.3655 -1.5136
15 H 0.0888 -2.2721 0.0885
16 H -0.7550 -1.7400 -1.7131
17 N -0.1769 1.3008 1.2424
18 N 1.4376 1.9147 -0.2909
19 O -2.6012 -1.0459 -0.4810

Output
* largest force on an atom: 0.158 Eh/bohr
* energy relative to the best compared isomer or geometry (same formula, charge and spin): 762.1 kJ/mol
* E_tot: -11404.189 eV
* LUMO level: 0.542 eV
* molar mass: 126.159 Da



Below is a molecular structure, C3H9NS, with properties calculated with wB97M-V/def2-TZVPD.

Atoms and positions in Å:
1 C 0.3162 1.7170 0.9582
2 N 0.6550 0.4518 0.3407
3 C -0.3720 -0.5849 0.4237
4 C -0.1027 -1.6574 -0.6152
5 S -0.3560 0.1824 -2.7829
6 H 1.2537 2.2134 1.2224
7 H -0.2489 2.3730 0.2876
8 H -0.2518 1.5818 1.8741
9 H 0.8406 0.5707 -0.6458
10 H -1.3676 -0.1476 0.2419
11 H -0.4074 -0.9883 1.4425
12 H -0.0141 -1.1938 -1.6389
13 H -0.8363 -2.4581 -0.6981
14 H 0.8913 -2.0599 -0.4103

Output
* largest force on an atom: 0.027 Eh/bohr
* energy relative to the best compared isomer or geometry (same formula, charge and spin): 370.7 kJ/mol
* E_tot: -15578.489 eV
* LUMO level: -2.839 eV
* molar mass: 91.179 Da



Below is a molecular structure, C7H11F3O8SV, with properties calculated with wB97M-V/def2-TZVPD.

Atoms and positions in Å:
1 V -13.0463 -13.4912 10.5050
2 C -14.2448 -15.6013 13.8734
3 C -13.8449 -15.0127 12.5341
4 O -12.6686 -15.0763 12.0959
5 O -14.7229 -14.3982 11.8728
6 H -14.8204 -16.5057 13.6418
7 H -14.9223 -14.8920 14.3423
8 H -13.4108 -15.9357 14.4855
9 C -13.4310 -9.4562 11.4478
10 C -13.2562 -10.9356 11.1157
11 O -12.5418 -11.6774 11.8426
12 O -13.8759 -11.4144 10.1387
13 H -12.8160 -8.8684 10.7661
14 H -13.0762 -9.2822 12.4656
15 H -14.4772 -9.1624 11.3939
16 C -13.7437 -13.7221 6.3355
17 C -13.4556 -14.8287 7.3691
18 O -13.7510 -14.5219 8.6660
19 H -13.3233 -14.0671 5.3766
20 H -13.2691 -12.7819 6.6115
21 H -14.8172 -13.6974 6.1317
22 H -12.3829 -15.0961 7.3357
23 H -14.0565 -15.6844 6.9921
24 C -8.7579 -14.4898 9.1330
25 F -9.2782 -15.7195 9.1798
26 F -7.4580 -14.5625 9.4638
27 F -8.8071 -14.0785 7.8475
28 S -9.6602 -13.2901 10.2975
29 O -11.0445 -13.3601 9.8661
30 O -9.4130 -13.8147 11.6227
31 O -8.9633 -12.0560 9.9983

Output
* largest force on an atom: 0.027 Eh/bohr
* energy relative to the best compared isomer or geometry (same formula, charge and spin): 0.0 kJ/mol
* expectation value of S²: 3.75
* net charge: -2
* E_tot: -68496.842 eV
* LUMO level (spin up / spin down): 5.405 / 5.403 eV
* multiplicity: 4
* molar mass: 363.162 Da



Below is a molecular structure, C28H35As2HfO5S4, with properties calculated with wB97M-V/def2-TZVPD.

Atoms and positions in Å:
1 Hf -1.2371 -0.6190 0.6440
2 C -2.4839 2.1920 1.7195
3 C -3.7794 1.5733 1.1927
4 O -3.3922 0.2528 0.7559
5 C -4.5264 -0.5701 0.3119
6 C -4.0674 -2.0048 0.3923
7 O -2.7697 -2.0300 -0.2866
8 C -2.4776 -3.3115 -0.9804
9 C -0.9873 -3.3439 -1.0864
10 O -0.5499 -1.9571 -1.1824
11 C -0.6412 -1.4925 -2.5278
12 C -1.5575 -0.3182 -2.5415
13 O -1.2471 0.4546 -1.3989
14 C -1.7862 1.8057 -1.4439
15 C -1.1657 2.5529 -0.2698
16 O -1.3239 1.8131 0.9002
17 H -2.3405 1.7071 2.6473
18 H -2.5520 3.2764 1.8149
19 H -4.1742 2.0717 0.3187
20 H -4.5382 1.4179 1.9360
21 H -4.8036 -0.3164 -0.7374
22 H -5.3776 -0.3753 0.9660
23 H -4.8458 -2.6300 -0.1467
24 H -3.9508 -2.4183 1.4160
25 H -3.0521 -3.2565 -1.9623
26 H -2.8841 -4.1493 -0.4098
27 H -0.5906 -3.8935 -1.9246
28 H -0.5504 -3.7563 -0.1481
29 H -1.0626 -2.1860 -3.2626
30 H 0.3687 -1.3076 -2.8803
31 H -2.5835 -0.7170 -2.4054
32 H -1.4385 0.3672 -3.3858
33 H -2.8846 1.7595 -1.3685
34 H -1.4065 2.3145 -2.3361
35 H -1.6990 3.4600 -0.1709
36 H -0.1199 2.7290 -0.4259
37 S -5.2097 -0.2604 3.6590
38 As -7.1726 -1.1045 3.4288
39 S -0.7758 -2.5628 2.0667
40 S -0.7870 -0.6325 2.9701
41 S -7.1726 -2.4916 1.8878
42 C 3.2979 -0.2982 -4.0799
43 C 2.5055 0.7733 -3.7494
44 C 1.9217 0.9394 -2.4841
45 C 2.2483 -0.0003 -1.4535
46 C 3.0766 -1.0961 -1.7957
47 C 3.5837 -1.2292 -3.0847
48 As 1.5721 0.0138 0.4202
49 C 2.0130 1.9228 0.8255
50 C 2.8776 2.7030 0.0785
51 C 3.0599 4.0067 0.4579
52 C 2.4566 4.6030 1.5709
53 C 1.6554 3.7786 2.3580
54 C 1.4409 2.4614 1.9821
55 C 3.0129 -0.9674 1.3189
56 C 4.1768 -0.2574 1.5824
57 C 5.2310 -0.8632 2.1899
58 C 5.2024 -2.1834 2.6097
59 C 3.9892 -2.8814 2.3750
60 C 2.9346 -2.2679 1.7314
61 H 3.7041 -0.3745 -5.0865
62 H 2.3799 1.4953 -4.5099
63 H 1.3833 1.8391 -2.2769
64 H 3.3773 -1.7590 -1.0197
65 H 4.2938 -1.9846 -3.2871
66 H 3.4458 2.3533 -0.7666
67 H 3.6607 4.6571 -0.2071
68 H 2.5651 5.6594 1.7673
69 H 1.2463 4.1484 3.3216
70 H 0.8283 1.7786 2.6277
71 H 4.2307 0.8206 1.3706
72 H 6.1801 -0.3255 2.3249
73 H 6.0174 -2.6886 3.0288
74 H 3.9932 -3.9446 2.6039
75 H 2.0337 -2.8749 1.5106

Output
* largest force on an atom: 0.064 Eh/bohr
* energy relative to the best compared isomer or geometry (same formula, charge and spin): 13.5 kJ/mol
* net charge: +1
* E_tot: -206161.191 eV
* LUMO level: -2.652 eV
* molar mass: 908.185 Da



Below is a molecular structure, C43H31N9OSn, with properties calculated with wB97M-V/def2-TZVPD.

Atoms and positions in Å:
1 Sn -0.4967 0.9160 -0.4322
2 C -1.5267 2.5349 4.3966
3 C -2.7868 3.2621 4.2671
4 C -3.5069 3.1170 3.1359
5 C -3.0745 2.2746 2.0564
6 N -2.0120 1.3512 2.3714
7 C -1.2054 1.6128 3.4832
8 C -3.5085 2.3032 0.7493
9 C -4.5940 3.1377 0.2802
10 C -4.9648 3.1019 -1.0209
11 C -4.3042 2.2392 -1.9384
12 C -3.2964 1.4500 -1.4310
13 N -2.8950 1.4554 -0.1562
14 C -2.5911 0.4591 -2.3061
15 C -2.7985 0.3947 -3.6890
16 C -2.1611 -0.5731 -4.4353
17 C -1.3108 -1.4727 -3.8006
18 C -1.1263 -1.3226 -2.4422
19 N -1.7355 -0.3853 -1.7128
20 H -0.8586 2.7133 5.2287
21 H -3.1280 3.9062 5.0654
22 H -4.4305 3.6719 3.0277
23 H -0.3216 0.9892 3.5693
24 H -5.1128 3.7902 0.9671
25 H -5.7807 3.7267 -1.3644
26 H -4.6246 2.1882 -2.9660
27 H -3.4528 1.1031 -4.1724
28 H -2.3260 -0.6290 -5.5039
29 H -0.8080 -2.2615 -4.3435
30 H -0.4573 -1.9806 -1.8944
31 O 3.0499 2.1010 -4.1151
32 C 2.2121 1.6115 -3.3449
33 N 1.6563 2.0147 -2.2362
34 C 2.0115 3.3479 -1.8054
35 C 2.5295 3.3892 -0.3847
36 C 3.1290 4.5536 0.0869
37 C 3.5885 4.6024 1.3883
38 C 3.4541 3.4780 2.1906
39 C 2.8538 2.3623 1.6446
40 N 2.3912 2.3124 0.3921
41 C 1.6837 0.2403 -3.7542
42 C 1.2242 0.0607 -5.0597
43 C 0.7050 -1.1483 -5.4479
44 C 0.6627 -2.2072 -4.5348
45 C 1.1485 -2.0014 -3.2773
46 N 1.6486 -0.7991 -2.9082
47 H 2.7708 3.7918 -2.4555
48 H 1.1296 4.0003 -1.8565
49 H 3.2277 5.4061 -0.5727
50 H 4.0487 5.5031 1.7736
51 H 3.7916 3.4665 3.2171
52 H 2.7210 1.4643 2.2338
53 H 1.3059 0.9049 -5.7284
54 H 0.3355 -1.2847 -6.4558
55 H 0.2624 -3.1747 -4.7989
56 H 1.1622 -2.7643 -2.5126
57 N 2.8301 -7.7441 4.8964
58 C 2.4533 -6.8303 4.3104
59 C 1.9829 -5.6884 3.5718
60 C 1.9254 -4.4373 4.1820
61 C 1.4830 -3.3432 3.4607
62 C 1.0820 -3.4682 2.1291
63 C 1.1340 -4.7322 1.5414
64 C 1.5866 -5.8346 2.2456
65 C 0.6143 -2.2846 1.3601
66 C -0.5452 -1.5837 1.8147
67 C -1.3740 -1.9714 2.9847
68 C -2.3269 -1.0489 3.1147
69 C -2.1861 -0.0380 2.0144
70 N -1.0149 -0.4995 1.2726
71 C 1.3373 -1.8453 0.2699
72 C 2.6334 -2.4555 -0.1225
73 C 3.1138 -1.7892 -1.1615
74 C 2.1610 -0.6780 -1.4888
75 N 1.0595 -0.8055 -0.5548
76 H 2.2372 -4.3284 5.2119
77 H 1.4545 -2.3685 3.9320
78 H 0.8034 -4.8499 0.5166
79 H 1.6248 -6.8099 1.7796
80 H -1.2165 -2.8495 3.5906
81 H -3.1076 -1.0071 3.8599
82 H -3.0395 -0.0828 1.3333
83 H 3.1004 -3.2789 0.3948
84 H 4.0455 -1.9508 -1.6837
85 H 2.6410 0.2985 -1.4430

Output
* largest force on an atom: 0.071 Eh/bohr
* energy relative to the best compared isomer or geometry (same formula, charge and spin): 583.2 kJ/mol
* E_tot: -66378.847 eV
* LUMO level: -0.976 eV
* molar mass: 808.494 Da



Below is 2 unconnected molecules or ions with the total composition C2H4Cl4, with properties calculated with wB97M-V/def2-TZVPD.

Atoms and positions in Å:
1 C 1.1098 1.0749 0.4982
2 Cl 0.3432 2.7080 0.4621
3 Cl 2.8096 1.2146 -0.0881
4 H 1.0901 0.7235 1.5298
5 H 0.5329 0.3180 -0.0331
6 C -1.3047 -1.2898 -0.4942
7 Cl -0.2220 -1.1556 0.9681
8 Cl -0.6311 -0.3721 -1.8677
9 H -1.4596 -2.3220 -0.8084
10 H -2.2683 -0.8996 -0.1667

Output
* largest force on an atom: 0.063 Eh/bohr
* energy relative to the best compared isomer or geometry (same formula, charge and spin): 105.7 kJ/mol
* E_tot: -52227.488 eV
* LUMO level: 0.436 eV
* molar mass: 169.866 Da



Below is a molecular structure, C45H110N2O15Y, with properties calculated with wB97M-V/def2-TZVPD.

Atoms and positions in Å:
1 Y 12.1891 -22.2956 -23.8955
2 C 16.1756 -20.9330 -20.8474
3 C 15.3614 -22.3116 -20.7514
4 C 15.8632 -23.1281 -19.4884
5 C 15.2874 -22.5848 -18.1594
6 C 13.7311 -22.4108 -18.2289
7 C 13.2050 -21.6931 -19.4485
8 N 13.9289 -22.1150 -20.6537
9 O 13.3722 -21.4806 -21.8663
10 C 13.3663 -20.2197 -19.1085
11 C 11.6313 -21.8778 -19.5271
12 C 15.7496 -23.1799 -21.9168
13 H 16.1802 -20.3221 -19.9448
14 H 15.7697 -20.1640 -21.5047
15 H 17.2136 -21.1057 -21.1319
16 H 16.9523 -23.1004 -19.5239
17 H 15.5053 -24.1574 -19.4665
18 H 15.7607 -21.6286 -17.9360
19 H 15.5101 -23.1886 -17.2797
20 H 13.3182 -21.9857 -17.3141
21 H 13.5258 -23.4813 -18.2349
22 H 14.3483 -19.7475 -19.1389
23 H 12.9619 -19.8789 -18.1554
24 H 12.9102 -19.6282 -19.9023
25 H 11.1633 -21.8845 -18.5428
26 H 11.4241 -22.8007 -20.0689
27 H 11.3162 -21.1083 -20.2318
28 H 15.3914 -22.8571 -22.8944
29 H 15.4610 -24.2301 -21.8734
30 H 16.8388 -23.1555 -21.8846
31 C 12.4647 -20.5935 -27.9289
32 C 14.0171 -20.5518 -27.8001
33 C 14.3084 -19.1184 -28.2788
34 C 15.6576 -18.4974 -27.9857
35 C 15.9650 -18.6708 -26.4809
36 C 15.7359 -20.1164 -25.9308
37 N 14.4377 -20.6074 -26.3553
38 O 13.8477 -21.7690 -25.6106
39 C 15.8218 -19.9880 -24.3662
40 C 16.8875 -21.0881 -26.3684
41 C 14.7050 -21.6531 -28.6987
42 H 12.0916 -20.3360 -28.9201
43 H 12.0781 -19.8296 -27.2543
44 H 11.9539 -21.5138 -27.6454
45 H 13.5617 -18.4480 -27.8532
46 H 14.0715 -19.0439 -29.3402
47 H 15.8468 -17.4471 -28.2076
48 H 16.4387 -18.8764 -28.6448
49 H 15.3692 -17.9638 -25.9037
50 H 17.0002 -18.4156 -26.2544
51 H 15.7968 -20.9410 -23.8377
52 H 14.9764 -19.4434 -23.9458
53 H 16.6953 -19.4506 -23.9971
54 H 16.5509 -22.0947 -26.1202
55 H 17.8386 -20.7929 -25.9254
56 H 17.0849 -20.8834 -27.4207
57 H 13.9722 -21.7033 -29.5041
58 H 14.6238 -22.6013 -28.1673
59 H 15.6961 -21.4089 -29.0811
60 C 19.2631 -28.1569 -21.1156
61 C 19.1983 -26.6412 -21.4831
62 C 18.8503 -25.6181 -20.3635
63 O 20.5415 -26.3114 -21.8621
64 H 19.9202 -28.1917 -20.2467
65 H 19.6605 -28.7455 -21.9425
66 H 18.3637 -28.5858 -20.6737
67 H 18.5708 -26.4673 -22.3573
68 H 18.8931 -24.6154 -20.7888
69 H 19.3646 -25.6346 -19.4026
70 H 17.8277 -25.8864 -20.0981
71 H 20.5200 -25.5045 -22.3817
72 C 15.2886 -27.1656 -23.2259
73 C 14.9450 -28.0338 -22.0162
74 C 15.4193 -29.3491 -22.2985
75 O 15.4366 -27.5166 -20.8109
76 H 16.3306 -26.8512 -23.2847
77 H 14.6981 -26.2495 -23.2392
78 H 15.0300 -27.7468 -24.1110
79 H 13.8694 -27.9888 -21.8453
80 H 14.9036 -29.8113 -23.1402
81 H 15.1842 -29.9677 -21.4324
82 H 16.4944 -29.3461 -22.4782
83 H 16.2756 -27.9553 -20.6520
84 C 9.4571 -20.5576 -16.2599
85 C 8.6264 -20.9559 -15.0912
86 C 9.4201 -21.9586 -14.1298
87 O 8.2287 -19.7544 -14.4524
88 H 10.0124 -21.4569 -16.5260
89 H 10.0998 -19.7174 -15.9967
90 H 8.8430 -20.3105 -17.1258
91 H 7.7828 -21.5576 -15.4296
92 H 8.7552 -22.4343 -13.4088
93 H 10.1467 -21.2700 -13.6986
94 H 9.9322 -22.7966 -14.6025
95 H 9.0216 -19.2133 -14.4617
96 C 13.3688 -25.7966 -15.8685
97 C 12.8406 -26.3217 -17.2086
98 C 13.8547 -26.6152 -18.2465
99 O 12.0441 -27.4022 -16.9310
100 H 13.7544 -24.7774 -15.8960
101 H 14.1051 -26.4959 -15.4725
102 H 12.5340 -25.7484 -15.1692
103 H 12.1956 -25.6281 -17.7480
104 H 14.5895 -27.2751 -17.7852
105 H 14.3839 -25.6874 -18.4637
106 H 13.4520 -27.0339 -19.1688
107 H 12.5574 -28.0613 -16.4581
108 C 17.4918 -17.3417 -18.6218
109 C 16.7139 -17.2110 -19.9502
110 C 15.2239 -16.6373 -19.8656
111 O 17.6016 -16.5587 -20.8521
112 H 16.8879 -17.9939 -17.9910
113 H 17.7450 -16.3947 -18.1451
114 H 18.4103 -17.8090 -18.9770
115 H 16.6317 -18.2232 -20.3463
116 H 14.7815 -17.3591 -19.1791
117 H 14.5141 -16.6555 -20.6927
118 H 15.1798 -15.6485 -19.4091
119 H 17.2948 -16.6107 -21.7603
120 C 19.2041 -25.0241 -15.6356
121 C 19.5608 -23.6439 -16.1398
122 C 18.4263 -22.7818 -16.3055
123 O 20.3803 -22.9951 -15.1428
124 H 18.6526 -24.9406 -14.6991
125 H 20.0873 -25.6399 -15.4656
126 H 18.5442 -25.4988 -16.3616
127 H 20.0626 -23.6885 -17.1064
128 H 17.7206 -23.2568 -16.9870
129 H 18.6659 -21.8102 -16.7377
130 H 17.9256 -22.7040 -15.3404
131 H 19.8540 -23.1447 -14.3539
132 C 13.2341 -19.6611 -14.8282
133 C 14.6994 -19.4193 -14.7689
134 C 15.2994 -18.7916 -16.0083
135 O 15.0111 -18.5704 -13.6984
136 H 13.0330 -20.6516 -15.2362
137 H 12.8411 -18.7950 -15.3608
138 H 12.6675 -19.5643 -13.9021
139 H 15.2018 -20.3699 -14.5898
140 H 14.6429 -18.1911 -16.6379
141 H 15.6603 -19.5475 -16.7058
142 H 16.1360 -18.1272 -15.7919
143 H 15.9026 -18.5550 -13.3426
144 C 9.9090 -25.2676 -19.6243
145 C 9.3522 -24.6740 -18.3816
146 O 7.9351 -24.8097 -18.3031
147 O 9.1912 -24.9477 -20.8128
148 H 10.2794 -26.2874 -19.5204
149 H 10.8789 -24.7996 -19.7930
150 H 9.3719 -23.5852 -18.3346
151 H 9.5688 -25.0595 -17.3854
152 H 7.7743 -25.6489 -17.8655
153 H 8.3598 -25.4277 -20.8187
154 C 9.9451 -20.1759 -23.1742
155 C 10.5209 -19.5514 -24.5001
156 O 11.7874 -20.0974 -24.6902
157 O 10.2390 -21.5513 -22.8516
158 H 8.8619 -20.0585 -23.1434
159 H 10.1512 -19.5639 -22.2960
160 H 10.4398 -18.4644 -24.4999
161 H 9.9565 -20.0720 -25.2737
162 H 12.2143 -19.6329 -25.4138
163 H 9.7102 -21.7068 -22.0655
164 C 11.8827 -25.4132 -22.8729
165 C 12.3303 -25.4489 -24.3431
166 O 13.0472 -24.3502 -24.7714
167 O 11.3951 -24.0883 -22.4860
168 H 12.7013 -25.7273 -22.2254
169 H 11.1619 -26.2062 -22.6737
170 H 11.4843 -25.5694 -25.0199
171 H 12.9070 -26.3622 -24.4897
172 H 13.5424 -24.4834 -25.5830
173 H 10.6566 -24.2514 -21.8947

Output
* largest force on an atom: 0.102 Eh/bohr
* expectation value of S²: 0.76
* net charge: +2
* E_tot: -83164.228 eV
* LUMO level (spin up / spin down): -5.936 / -7.503 eV
* multiplicity: 2
* molar mass: 1008.280 Da



Number 3 is which compound?
C3H9NS



What is the molar mass in the fifth record?
908.185 Da



Number 5 is which compound?
C28H35As2HfO5S4